Density functional theory data (wB97M-V/def2-TZVPD) for a 3-piece molecular cluster, C5H17NO2 overall.

## Properties
total charge = 0
structure (SMILES) = CCC[C@@H](C)N.O.O
HOMO energy = -9.5 eV
spin multiplicity = 1
ΔE to the lowest compared entry with this formula, charge and spin = 30.6 kcal/mol
gap between HOMO and LUMO = 10.28 eV

Last column: Mulliken charge in e.
Cartesian coordinates (Å):
C: -0.05580 -1.91462 -1.19803  -1.7233
C: -0.01182 -0.95442 0.02696  0.8358
C: 1.20754 0.07340 0.00332  -0.7076
C: 0.93556 1.32655 0.89045  -0.4101
C: -0.35104 2.00089 0.38727  -0.8437
N: -0.09733 -1.74175 1.27760  -0.6103
H: -0.45382 -1.47370 -2.12023  0.3290
H: -0.78670 -2.68228 -0.94420  0.5187
H: 0.85444 -2.44976 -1.41424  0.3284
H: -1.01499 -0.41649 -0.10493  -0.0241
H: 1.43326 0.52163 -0.95602  0.2921
H: 2.12700 -0.52141 0.24348  0.3178
H: 1.83195 1.93262 0.76602  0.4030
H: 0.87908 0.95518 1.91450  0.1863
H: -0.70184 2.99294 0.70298  0.3264
H: -1.15997 1.24963 0.50363  0.2145
H: -0.31692 2.08976 -0.70708  0.1955
H: 0.01601 -2.71064 0.98410  0.2059
H: 0.44635 -1.46423 2.07290  0.1824
H: -0.87786 0.77010 2.99607  0.2964
H: -1.54926 -0.40636 2.03934  0.3558
O: -1.61844 0.42176 2.51539  -0.6701
H: -0.25068 0.43748 -2.89665  0.3123
H: 0.43917 1.64989 -3.54299  0.3311
O: 0.27394 0.68309 -3.66138  -0.6421

Density functional theory data (wB97M-V/def2-TZVPD) for a 4-piece molecular cluster, C5H17NO3 overall.

## Properties
total charge = 0
structure (SMILES) = C/C=C/CCN.O.O.O
HOMO energy = -9.0 eV
spin multiplicity = 1
ΔE to the lowest compared entry with this formula, charge and spin = 77.6 kcal/mol
gap between HOMO and LUMO = 9.31 eV

Last column: Mulliken charge in e.
Cartesian coordinates (Å):
C: 0.12546 1.44567 1.23687  -0.2373
C: -1.29296 1.73376 0.79504  -0.5023
C: -1.91630 0.43473 0.45259  -0.7135
C: -1.64766 -0.28505 -0.66456  0.0346
C: -2.38076 -1.61664 -0.86656  -1.1078
N: 0.31014 0.12464 1.91201  -0.7848
H: 0.67545 2.15983 1.85658  0.4486
H: 0.69844 1.36839 0.25033  -0.1087
H: -1.25745 2.43420 -0.07671  0.2939
H: -1.77286 2.33134 1.60176  0.2265
H: -2.54957 0.05424 1.16239  0.5986
H: -0.76089 -0.17474 -1.29388  0.3059
H: -1.60662 -2.34646 -0.55707  0.2409
H: -2.63118 -1.65449 -1.94432  0.3242
H: -3.22463 -1.81907 -0.10783  0.2915
H: -0.72678 -0.24635 1.88195  0.3869
H: 0.71430 -0.61139 1.25346  0.3413
H: 1.80505 -0.73815 -0.63801  0.2454
H: 1.99735 -1.33353 -2.08165  0.2824
O: 1.31856 -1.01370 -1.31766  -0.5434
H: 2.43907 -1.09808 1.90512  0.3628
H: 2.45092 -2.52726 1.72368  0.2935
O: 2.54915 -1.76618 1.16367  -0.6746
H: 1.54838 2.14512 -2.61245  0.3214
H: 2.64948 1.03805 -2.20157  0.3239
O: 2.48590 1.96114 -2.83316  -0.6500

Density functional theory data (wB97M-V/def2-TZVPD) for a 5-piece molecular cluster, C5H17NO5 overall.

## Properties
total charge = +1
HOMO energy (spin up / spin down) = -14.8 / -14.8 eV
spin multiplicity = 2
ΔE to the lowest compared entry with this formula, charge and spin = 6.3 kcal/mol
gap between HOMO and LUMO (spin up / spin down) = 11.08 / 6.46 eV

Last column: Löwdin spin population.
Cartesian coordinates (Å):
C: 1.73830 0.36047 -1.10971  0.0025
N: 1.25648 -0.29400 0.00169  0.4567
C: 0.87155 0.19890 1.34171  0.0475
C: 0.52181 -1.09444 2.14684  0.0010
C: 0.39785 -2.22398 1.09651  0.0122
C: 0.77068 -1.64830 -0.21921  0.1207
O: 1.87113 1.56654 -1.17329  0.1947
H: 1.97660 -0.29869 -1.93958  -0.0037
H: 1.80271 0.57775 1.77675  0.0182
H: 0.07623 0.93999 1.17951  0.0209
H: -0.44891 -1.01552 2.64678  -0.0003
H: 1.22322 -1.31458 2.94428  0.0000
H: -0.57497 -2.71341 1.05978  0.0006
H: 1.07581 -3.00406 1.44494  0.0053
H: -0.11810 -1.57099 -0.89854  0.0691
H: 1.44450 -2.17060 -0.95045  0.0322
H: -0.82439 -0.59839 -3.43811  0.0014
H: -0.76637 -0.50937 -1.84022  -0.0001
O: -0.70653 -1.08544 -2.60274  0.0103
H: -1.63729 2.69620 -0.61743  0.0000
H: -2.93898 2.32796 0.06529  0.0000
O: -2.25999 1.94785 -0.50781  0.0007
H: -1.30326 0.23629 0.13435  0.0008
H: -2.59993 -0.26640 -0.09924  0.0001
O: -1.74855 -0.62281 0.19313  0.0069
H: 0.64234 2.51876 -0.07490  -0.0001
H: 0.28139 3.85192 -0.60994  0.0000
O: -0.02333 3.20835 0.04962  0.0027

Density functional theory data (wB97M-V/def2-TZVPD) for C5H18AlO5 as an isolated structure.

## Properties
total charge = +1
HOMO energy = -10.3 eV
spin multiplicity = 1
gap between HOMO and LUMO = 2.07 eV

Last column: Mulliken charge in e.
Cartesian coordinates (Å):
Al: -1.37481 -5.50258 1.47530  0.9972
C: -0.81443 -0.24564 -1.61603  -0.4253
O: -1.70125 -0.79351 -0.67339  -0.3478
H: -1.28334 0.41438 -2.34582  0.2673
H: 0.08101 0.25238 -1.24422  0.2493
H: -0.43171 -1.03726 -2.26022  0.2477
C: -0.57199 -6.54696 -5.14775  -0.4341
O: -1.31768 -6.82670 -3.97729  -0.3311
H: -0.99786 -7.01703 -6.03419  0.2543
H: -0.43943 -5.47228 -5.27263  0.2448
H: 0.44890 -6.92247 -5.21767  0.2770
C: -2.67689 5.58188 -0.71902  -0.4056
O: -3.99766 5.14047 -0.29897  -0.5208
H: -2.83322 6.65919 -0.66363  0.2392
H: -1.88375 5.30965 -0.02266  0.1815
H: -2.41003 5.19810 -1.70371  0.2054
H: -4.24230 5.56001 0.52913  0.3006
C: 4.00327 -2.91086 1.45911  -0.5242
O: 3.21056 -3.07269 2.60359  -0.4946
H: 5.06674 -3.03536 1.66309  0.2884
H: 3.73720 -3.62043 0.67563  0.1858
H: 3.80338 -1.87738 1.17614  0.2156
H: 3.89188 -3.05819 3.27975  0.3294
C: 0.76141 3.90556 3.86018  -0.4916
O: -0.03991 4.64655 4.73332  -0.4902
H: 1.22369 4.49331 3.06712  0.2115
H: 1.50956 3.43294 4.49659  0.2348
H: 0.16089 3.14975 3.35399  0.2241
H: -0.88226 4.19513 4.82433  0.3114

Density functional theory data (wB97M-V/def2-TZVPD) for a 4-piece molecular cluster, C5H18FN6O3S overall.

## Properties
total charge = +1
HOMO energy = -12.2 eV
spin multiplicity = 1
gap between HOMO and LUMO = 8.58 eV

Last column: Mulliken charge in e.
Cartesian coordinates (Å):
C: 1.81403 -2.21854 0.61965  -1.2698
C: 0.70716 -3.23408 0.59151  0.4543
F: 0.84793 -4.16793 -0.36652  -0.2293
S: -0.87742 -2.36472 0.06355  -0.0782
H: 2.76490 -2.76369 0.59834  0.3618
H: 1.79290 -1.62937 1.54150  0.4289
H: 1.78751 -1.54718 -0.24711  0.3307
H: 0.50732 -3.73528 1.54242  0.3839
H: -1.77725 -2.77685 0.97403  0.2918
H: -0.65517 -1.15956 0.63498  0.3000
C: -0.97073 1.70545 -1.38368  0.6288
O: -0.55407 1.69089 -0.22962  -0.6472
N: -1.08930 0.53205 -2.07213  -0.2739
N: -1.38024 2.83447 -2.01540  -0.4091
H: -1.47248 0.40478 -2.99009  0.1752
H: -0.81218 -0.22774 -1.49047  0.0177
H: -1.28881 3.70468 -1.52248  0.2492
H: -1.73457 2.83932 -2.95459  0.1864
C: -4.92561 0.98613 -0.84097  0.6157
O: -4.69747 0.61405 -1.98169  -0.6321
N: -4.04326 1.78142 -0.16359  -0.3312
N: -6.05412 0.62345 -0.16336  -0.3951
H: -4.14961 2.07068 0.78986  0.1697
H: -3.25255 2.08202 -0.70234  0.2799
H: -6.72658 0.06630 -0.65718  0.2322
H: -6.27667 0.95947 0.75442  0.1700
C: 4.91403 0.05273 1.50606  0.6423
O: 3.95254 -0.69948 1.63787  -0.6434
N: 4.76791 1.40382 1.44050  -0.3866
N: 6.18809 -0.41529 1.41836  -0.3895
H: 5.54032 2.03594 1.34491  0.1722
H: 3.83991 1.77654 1.51664  0.2090
H: 6.32579 -1.40628 1.48486  0.2117
H: 6.98776 0.18181 1.32179  0.1740

Density functional theory data (wB97M-V/def2-TZVPD) for a 3-piece molecular cluster, C5H18N2O2S overall.

## Properties
total charge = 0
structure (SMILES) = CCNC[C@@H](N)CS.O.O
HOMO energy = -8.9 eV
spin multiplicity = 1
ΔE to the lowest compared entry with this formula, charge and spin = 19.3 kcal/mol
gap between HOMO and LUMO = 9.29 eV

Last column: Mulliken charge in e.
Cartesian coordinates (Å):
N: 0.52557 -2.03110 0.19596  -0.5021
C: -0.57926 -1.11712 -0.13418  -0.0256
C: -1.41595 -0.67770 1.07012  -0.5823
S: -0.50268 -0.03798 2.47135  -0.1961
C: 0.11825 0.06117 -0.84191  -0.4110
N: -0.87433 0.84049 -1.58931  -0.2166
C: -0.92220 2.28020 -1.32820  -0.2461
C: -2.14462 2.71102 -0.48897  -1.2238
H: 1.26399 -1.60775 0.73396  0.2661
H: 0.55500 0.51146 1.92343  0.0561
H: 0.23709 -2.88238 0.67732  0.2200
H: -1.21039 -1.64178 -0.85217  0.2691
H: -2.19267 0.00764 0.73918  0.2526
H: -1.90027 -1.58188 1.45049  0.3976
H: 0.88018 -0.32565 -1.52033  -0.3526
H: 0.71537 0.61054 -0.11414  0.2736
H: -0.89710 0.67413 -2.57942  0.2658
H: -0.87534 2.90682 -2.22469  0.4847
H: -0.08848 2.58346 -0.68562  0.1795
H: -1.85948 2.69596 0.55540  0.2935
H: -2.62744 3.64141 -0.76529  0.3360
H: -2.94875 1.95911 -0.46116  0.2963
H: 1.94497 -2.04561 -2.28589  0.3430
H: 1.42480 -0.82154 -2.81223  0.4674
O: 2.13088 -1.43946 -3.00718  -0.6366
H: 3.03060 -0.55979 2.31769  0.3279
H: 3.30678 -1.25208 0.99800  0.3105
O: 2.99759 -0.42381 1.36105  -0.6468